Entry 1:
A cluster of 8 separate species, C24H48F2N6O12 in total, computed with ωB97M-V/def2-TZVPD.

Each line ends with the Löwdin charge.
Cartesian coordinates (Å):
F  -2.7217  37.4307  4.2319  0.04
F  -2.7445  35.2551  -0.7995  0.05
O  -2.8084  28.9627  0.7887  0.04
O  -8.9352  31.1536  2.2397  0.04
O  -3.9139  36.2091  5.6992  0.15
O  -4.0127  42.8792  0.4879  0.01
O  -7.6158  40.8455  -3.1292  0.02
O  -5.3487  36.4520  0.1144  0.08
O  -4.0789  33.6347  -4.5115  0.07
O  -6.5327  34.5840  -0.3251  0.17
O  -6.1323  35.8877  5.9759  0.20
O  -4.8191  35.2070  -1.6383  0.13
O  -5.1271  35.3222  4.0561  0.07
O  -8.7328  36.7214  -4.5915  0.04
N  -3.1843  30.8648  -0.3443  0.01
N  -4.2289  40.9801  1.6544  0.02
N  -3.8086  35.7827  -5.1544  -0.01
N  -8.1505  37.8299  -2.7125  0.02
N  -8.5999  33.0834  1.0878  0.01
N  -5.7856  41.7418  -2.1187  0.02
C  -3.5921  29.8322  0.4524  -0.55
C  -7.9164  42.8492  -1.8849  0.00
C  -3.4749  41.9083  1.0124  -0.55
C  -5.1595  35.8054  5.3141  -0.54
C  -3.0332  36.1485  4.6311  -0.30
C  -7.0859  41.7587  -2.5009  -0.53
C  -3.7930  35.3560  3.5774  -0.05
C  -5.2294  36.1047  -5.2082  -0.06
C  -3.7429  39.8418  2.4261  -0.07
C  -1.9854  41.7527  0.9503  0.00
C  -3.3447  34.5575  -4.7821  -0.58
C  -3.8283  32.1543  -0.4722  -0.08
C  -8.2871  32.1658  2.0367  -0.55
C  -9.6453  32.8614  0.1205  -0.07
C  -3.7007  36.0101  -1.4436  -0.29
C  -8.6873  36.7737  -3.3787  -0.56
C  -8.3436  38.1441  -1.3048  -0.08
C  -1.8406  34.4437  -4.8586  -0.01
C  -9.2189  35.6512  -2.5136  -0.01
C  -7.0803  32.5283  2.8755  0.00
C  -4.2309  37.0884  -0.5155  -0.04
C  -5.6538  35.3409  -0.5698  -0.53
C  -5.0349  29.7953  0.8782  0.00
C  -4.8331  40.7467  -2.4843  -0.08
H  -3.6756  32.5085  -1.4910  0.08
H  -4.5751  37.9299  -1.1287  0.12
H  -3.3739  34.3450  3.5355  0.14
H  -10.2253  35.9489  -2.2113  0.10
H  -5.2655  28.7561  1.1116  0.09
H  -6.1556  32.2174  2.3835  0.06
H  -4.8969  32.0965  -0.2858  0.07
H  -1.6148  42.2320  0.0506  0.09
H  -7.8049  39.0563  -1.0561  0.07
H  -4.5713  40.0600  -1.6699  0.06
H  -5.4772  42.4221  -1.4390  0.11
H  -1.5159  33.5504  -4.3285  0.08
H  -3.3075  36.3513  -2.3962  0.16
H  -5.7164  35.8209  -4.2768  0.07
H  -9.3842  33.3680  -0.8104  0.06
H  -3.7649  35.7072  2.5477  0.13
H  -1.6106  40.7284  1.0015  0.07
H  -2.1010  35.6595  4.9029  0.17
H  -3.8606  41.1855  -2.7489  0.09
H  -4.3070  39.7909  3.3548  0.09
H  -3.5829  37.4871  0.2582  0.12
H  -8.1077  43.6876  -2.5613  0.09
H  -5.7547  30.1171  0.1261  0.08
H  -2.1856  30.8684  -0.4873  0.14
H  -5.1704  41.3067  1.8073  0.14
H  -8.8908  42.4654  -1.5938  0.09
H  -3.8569  38.9364  1.8321  0.06
H  -7.4799  43.3379  -1.0088  0.08
H  -5.3187  37.1621  -5.4397  0.08
H  -3.1302  36.5100  -5.2885  0.12
H  -3.3958  32.8727  0.2313  0.07
H  -1.5155  34.3221  -5.8923  0.09
H  -9.3827  38.4114  -1.0706  0.09
H  -7.9048  33.7896  0.9034  0.08
H  -1.3329  35.3162  -4.4441  0.07
H  -7.0334  33.5897  3.1249  0.07
H  -2.7039  39.9618  2.7220  0.08
H  -1.5218  42.2474  1.8087  0.10
H  -9.7592  31.8095  -0.1352  0.09
H  -10.6091  33.2641  0.4374  0.09
H  -5.7240  35.5510  -6.0065  0.09
H  -7.6653  38.5714  -3.1983  0.10
H  -7.1009  32.0167  3.8367  0.09
H  -8.6162  35.4399  -1.6319  0.04
H  -9.2247  34.7389  -3.1034  0.09
H  -5.1069  40.2041  -3.3865  0.09
H  -8.0619  37.3074  -0.6651  0.07
H  -5.2256  30.3534  1.7956  0.07

Forces on the atoms, in the same order (eV/Å):
F -0.2 -0.1 -0.1
F 0.1 0.1 -0.1
O 0.0 -0.1 0.0
O 0.0 0.0 -0.2
O 0.2 0.0 0.2
O 0.0 -0.2 0.0
O 0.5 0.4 -0.3
O 0.1 0.0 0.2
O -0.2 -0.2 0.3
O 0.0 0.1 0.1
O 0.0 0.0 0.2
O 0.0 -0.2 -0.1
O 0.2 0.1 -0.1
O 0.2 0.0 -0.2
N -0.1 0.0 0.2
N 0.5 0.1 0.2
N -0.1 0.1 0.4
N 0.6 0.6 0.8
N 0.2 -0.2 0.1
N 0.0 0.6 0.1
C 0.2 0.2 0.0
C -0.3 1.1 0.2
C -0.4 0.4 -0.3
C -0.5 0.1 -0.2
C 0.2 -0.1 -0.4
C -0.5 -1.1 0.9
C 0.3 -0.7 -0.3
C 0.2 -0.3 -0.3
C -0.2 0.5 -0.1
C 0.6 -0.4 0.3
C 0.2 0.4 -0.7
C 0.1 0.0 -0.2
C -0.2 0.0 0.4
C -0.1 0.2 -0.6
C 0.1 0.0 0.6
C 0.2 -0.1 0.2
C -0.6 -0.1 0.0
C 0.3 -0.4 0.3
C 0.0 0.1 -0.1
C 0.3 0.0 0.5
C -0.4 0.6 -0.4
C -0.1 0.0 -0.4
C -0.5 -0.5 0.1
C 1.3 -0.3 -0.5
H -0.1 0.2 0.0
H -0.2 -0.1 0.2
H -0.2 -0.1 0.2
H -0.1 -0.3 0.1
H 0.1 0.0 0.0
H -0.1 0.2 -0.1
H 0.0 -0.1 0.0
H -0.1 0.1 0.0
H 0.4 -0.2 -0.1
H -0.5 -0.1 0.0
H 0.0 0.1 -0.1
H -0.1 0.1 0.1
H 0.0 -0.1 -0.1
H -0.1 0.2 0.0
H 0.1 0.1 0.1
H 0.0 0.5 0.2
H -0.2 0.0 -0.2
H 0.0 0.2 0.3
H -0.3 0.3 0.1
H -0.1 -0.3 -0.1
H 0.4 -0.4 -0.1
H 0.1 -0.3 -0.3
H 0.2 0.2 -0.1
H 0.0 -0.1 -0.1
H -0.1 -0.2 -0.1
H 0.0 -0.2 -0.1
H 0.0 -0.2 0.3
H 0.3 -0.4 0.0
H -0.2 0.1 0.2
H -0.1 0.0 -0.2
H -0.1 0.1 0.0
H -0.1 0.1 -0.1
H 0.0 -0.3 -0.1
H -0.2 0.0 -0.1
H 0.0 0.0 0.0
H 0.0 0.1 -0.4
H 0.0 0.0 -0.2
H -0.2 0.2 0.0
H 0.0 -0.1 0.3
H 0.0 -0.1 0.2
H 0.0 0.0 0.0
H -0.5 -0.1 -0.6
H -0.2 -0.2 -0.1
H 0.0 0.3 0.1
H -0.3 0.1 -0.2
H -0.5 -0.1 0.2
H 0.2 0.2 0.2
H 0.2 0.1 -0.1

Lowest unoccupied orbital energy in eV: -0.3867
E_HOMO in eV: -9.3
Frontier orbital gap in eV: 8.9032
E_tot in eV: -64615.0220
Structure (SMILES): O=C1OC[C@@H](F)O1.O=C1OC[C@@H](F)O1.CNC(C)=O.CNC(C)=O.CNC(C)=O.CNC(C)=O.CNC(C)=O.CNC(C)=O

Entry 2:
A cluster of 2 separate species, C8H14ClN3 in total, computed with ωB97M-V/def2-TZVPD.

Each line ends with the Löwdin charge.
Cartesian coordinates (Å):
Cl  3.4253  1.9885  -1.9295  0.68
N  0.4640  0.4047  1.4787  0.07
N  2.9598  -0.5010  -1.3424  0.06
N  3.9413  0.9079  0.3645  0.05
C  3.3837  -1.3304  0.8400  -0.08
C  -1.9278  0.9390  1.4902  -0.06
C  -1.1647  -1.1437  0.6784  -0.04
C  -0.7662  0.3498  0.7808  -0.76
C  3.0451  -1.5455  -0.4943  -0.13
C  3.4618  0.6543  -0.8590  -0.83
C  3.8453  -0.0892  1.2286  -0.17
C  -0.5129  0.8696  -0.6151  -0.03
H  0.7960  1.3669  1.4082  0.08
H  0.2146  0.1976  2.4638  0.10
H  2.6431  -2.4819  -0.8845  0.11
H  -1.6970  2.0389  1.5911  0.11
H  -2.1451  -1.0479  0.5150  0.03
H  -2.7742  0.7889  0.9097  0.06
H  3.0835  -2.0483  1.7389  0.15
H  -1.4662  0.9209  -1.1885  0.11
H  -1.1383  -1.5671  1.6148  0.05
H  -1.9480  0.5691  2.4969  0.08
H  0.1722  0.1593  -1.0205  0.06
H  4.0085  0.1819  2.2828  0.12
H  -0.4573  -1.7802  0.0987  0.10
H  0.0449  1.7813  -0.4434  0.08

Forces on the atoms, in the same order (eV/Å):
Cl 0.0 0.3 -0.3
N 0.8 0.4 1.6
N 1.3 0.3 0.7
N -0.2 0.2 -1.1
C -0.9 -2.0 2.5
C 2.2 3.2 0.8
C 4.0 0.8 -0.6
C -0.4 -2.9 -1.2
C -0.9 1.1 0.3
C -0.2 -1.1 0.6
C -0.6 0.2 0.1
C -0.9 -0.1 0.7
H 0.3 -0.1 0.5
H 0.8 0.4 -0.6
H 0.3 0.1 0.3
H -0.7 -0.7 -0.1
H -3.8 -1.0 -2.0
H -2.0 -0.1 -0.6
H 1.0 1.1 -2.5
H 0.9 0.4 0.2
H 0.3 -0.9 2.6
H -0.6 -0.4 0.5
H 0.4 -0.3 -0.9
H 0.2 -0.4 -0.5
H -1.0 0.6 -0.3
H -0.3 0.8 -0.8

Lowest unoccupied orbital energy in eV: 0.4622
E_HOMO in eV: -9.4
Frontier orbital gap in eV: 9.8548
E_tot in eV: -25514.4676
Energy above the lowest of the compared OMol25 structures with the same formula, charge and spin in kcal per mole: 0.0
Structure (SMILES): Clc1ncccn1.CC(C)(C)N

Entry 3:
A structure of composition C30H22Br2CrIN3, computed with ωB97M-V/def2-TZVPD.

Each line ends with the Löwdin charge.
Cartesian coordinates (Å):
I  0.1747  -2.2746  2.8795  1.18
Br  -1.6743  3.4273  0.9357  0.70
Br  0.6225  1.5882  2.2797  0.80
Cr  0.0727  -0.4775  0.6963  0.27
N  -2.0098  -0.7575  0.7681  -0.12
N  -0.2227  -2.0274  -0.5643  -0.03
N  -2.4903  -1.5265  -0.1944  0.07
C  -5.0767  1.2067  1.4463  -0.09
C  -1.5376  -2.2193  -0.8536  -0.34
C  5.0011  -2.4957  2.5547  -0.04
C  2.2629  -2.3525  2.7189  -0.59
C  5.0032  -0.8762  0.7091  -0.04
C  4.3246  -0.0525  -0.1365  -0.07
C  -0.5867  4.0401  -5.1533  -0.10
C  2.8787  -1.5474  1.7234  -0.25
C  0.2874  4.3710  -4.1270  -0.09
C  -0.9519  -3.8502  -2.5110  -0.07
C  0.7137  -2.7197  -1.2340  -0.10
C  -0.1635  1.4791  -1.8185  -0.11
C  -2.7982  0.3421  2.7589  -0.09
C  0.4014  -3.6408  -2.2006  -0.06
C  -0.3026  2.3459  -2.9513  -0.26
C  0.4299  3.5327  -3.0331  -0.04
C  -3.7449  1.0964  3.4364  -0.11
C  4.3453  -3.2427  3.4866  -0.08
C  -4.1443  0.4449  0.7654  -0.03
C  2.9399  -3.1701  3.5735  -0.16
C  -1.3201  2.8635  -5.0792  -0.09
C  -0.7468  2.9589  2.5293  -0.96
C  -1.9170  -3.1451  -1.8471  0.00
C  -2.9867  0.0119  1.4170  -0.29
C  2.1566  -0.6894  0.8269  -0.29
C  2.9167  0.0356  -0.0688  -0.12
C  -1.1818  2.0217  -3.9880  -0.04
C  4.2993  -1.6446  1.6656  -0.17
C  -0.0370  0.7706  -0.8402  -0.13
C  -4.8851  1.5406  2.7825  -0.10
H  -0.6966  4.6966  -6.0068  0.10
H  6.0832  -0.9557  0.6696  0.11
H  -1.2305  -4.5645  -3.2750  0.11
H  2.4116  -3.7581  4.3115  0.09
H  2.4189  0.7012  -0.7629  0.08
H  1.1895  -4.1769  -2.7078  0.10
H  -2.9710  -3.2655  -2.0507  0.11
H  -2.0044  2.6004  -5.8758  0.10
H  4.8885  -3.8897  4.1622  0.10
H  -5.6207  2.1343  3.3087  0.10
H  -3.5960  1.3265  4.4850  0.11
H  -5.9632  1.5495  0.9277  0.10
H  1.1072  3.7877  -2.2285  0.11
H  -1.4543  2.5721  3.2487  -0.02
H  -1.7513  1.1038  -3.9232  0.11
H  -0.2034  3.8195  2.8978  0.00
H  6.0809  -2.5399  2.4773  0.11
H  0.8608  5.2878  -4.1780  0.10
H  -1.9160  -0.0199  3.2759  0.06
H  -4.2847  0.1840  -0.2733  0.11
H  4.8602  0.5401  -0.8682  0.10
H  1.7386  -2.5009  -0.9673  0.11

Forces on the atoms, in the same order (eV/Å):
I 0.1 0.0 0.0
Br 0.0 0.0 0.0
Br 0.1 0.1 0.1
Cr -0.2 -0.1 -0.1
N 0.1 0.0 0.0
N 0.0 0.0 0.0
N 0.0 0.0 0.0
C 0.0 0.0 0.0
C 0.0 0.0 0.0
C 0.0 0.0 0.0
C 0.0 0.0 0.0
C 0.0 0.0 0.0
C 0.0 0.0 0.0
C 0.0 0.0 0.0
C 0.0 0.0 0.0
C 0.0 0.0 0.0
C 0.0 0.0 0.0
C 0.0 0.0 0.0
C 0.1 0.0 0.0
C 0.0 0.0 0.0
C 0.0 0.0 0.0
C 0.0 0.0 0.0
C 0.0 0.0 0.0
C 0.0 0.0 0.0
C 0.0 0.0 0.0
C 0.0 0.0 0.0
C 0.0 0.0 0.0
C 0.0 0.0 0.0
C 0.0 0.0 0.0
C 0.0 0.0 0.0
C 0.0 0.0 0.0
C 0.0 0.0 0.0
C 0.0 0.0 0.0
C 0.0 0.0 0.0
C 0.0 0.0 0.0
C 0.0 -0.1 0.0
C 0.0 0.0 0.0
H 0.0 0.0 0.0
H 0.0 0.0 0.0
H 0.0 0.0 0.0
H 0.0 0.0 0.0
H 0.0 0.0 0.0
H 0.0 0.0 0.0
H 0.0 0.0 0.0
H 0.0 0.0 0.0
H 0.0 0.0 0.0
H 0.0 0.0 0.0
H 0.0 0.0 0.0
H 0.0 0.0 0.0
H 0.0 0.0 0.0
H 0.0 0.0 0.0
H 0.0 0.0 0.0
H 0.0 0.0 0.0
H 0.0 0.0 0.0
H 0.0 0.0 0.0
H 0.0 0.0 0.0
H 0.0 0.0 0.0
H 0.0 0.0 0.0
H 0.0 0.0 0.0

Lowest unoccupied orbital energy (spin up / spin down) in eV: 0.2256 / -0.7009
E_HOMO (spin up / spin down) in eV: -6.5 / -8.1
Frontier orbital gap (spin up / spin down) in eV: 6.7101 / 7.3788
E_tot in eV: -212542.2187
<S²>: 6.067
Spin multiplicity: 5
Energy above the lowest of the compared OMol25 structures with the same formula, charge and spin in kcal per mole: 0.0